Here is an isolated molecule of C17H33N3O4 from the Open Molecules 2025 dataset. Energies are from ωB97M-V with the def2-TZVPD basis set.

ORCA input file:
```
! wB97M-V def2-TZVPD RIJCOSX def2/J DEFGRID3
* xyz 0 1
C 4.942 1.226 1.278
H 4.507 1.990 0.638
H 5.704 0.693 0.713
H 5.423 1.726 2.115
C 3.873 0.260 1.787
C 2.776 1.024 2.526
H 1.993 0.349 2.862
H 3.194 1.522 3.399
H 2.333 1.782 1.885
C 3.320 -0.627 0.663
C 2.583 0.099 -0.457
N 1.253 0.492 -0.026
C 0.506 1.412 -0.643
O 0.879 2.073 -1.601
C -0.907 1.525 -0.037
N -1.643 0.318 -0.370
C -1.493 -0.837 0.317
O -0.800 -0.930 1.313
O -2.204 -1.810 -0.254
C -2.155 -3.164 0.270
C -0.719 -3.687 0.260
H -0.119 -3.167 1.001
H -0.717 -4.749 0.491
H -0.266 -3.539 -0.718
C -2.747 -3.200 1.678
H -2.144 -2.600 2.354
H -3.761 -2.808 1.669
H -2.766 -4.224 2.040
C -3.024 -3.964 -0.701
H -3.084 -4.998 -0.377
H -2.597 -3.928 -1.699
H -4.026 -3.544 -0.737
H -2.139 0.289 -1.246
C -1.633 2.760 -0.556
H -1.689 2.688 -1.644
H -1.021 3.633 -0.323
C -3.039 2.947 0.024
C -3.745 4.083 -0.712
H -4.755 4.217 -0.330
H -3.808 3.875 -1.778
H -3.202 5.015 -0.578
C -2.995 3.241 1.522
H -2.595 2.397 2.077
H -2.376 4.113 1.720
H -3.997 3.441 1.894
H -3.608 2.024 -0.131
H -0.810 1.551 1.054
H 0.823 -0.074 0.701
H 3.117 1.003 -0.771
C 2.439 -0.816 -1.695
O 2.586 -2.017 -1.663
N 2.130 -0.127 -2.809
H 1.935 -0.638 -3.655
H 1.861 0.848 -2.745
H 2.640 -1.369 1.088
H 4.147 -1.176 0.209
H 4.351 -0.419 2.503
*
```

The calculated total energy comes out at -30828.021 eV. Its HOMO-LUMO gap is 9.896 eV. The value obtained for the relative energy (zero: lowest compared OMol25 entry of this formula, charge and spin) is 0.0 kcal per mole. Its strongest force on any atom is 0.014 hartree/bohr. The calculation puts the HOMO energy at -9.216 eV.

=====

Here is a structure of composition C47H65N5O6P2S3SbScSi3 from the Open Molecules 2025 dataset. Energies are from ωB97M-V with the def2-TZVPD basis set.

ORCA input file:
```
! wB97M-V def2-TZVPD RIJCOSX def2/J DEFGRID3
* xyz 2 1
Sc 1.434 -1.043 0.195
N 4.664 -2.007 -2.866
C 4.185 -2.560 -1.531
C 4.942 -3.825 -1.141
P 4.333 -1.126 -0.349
O 5.885 -1.044 0.009
O 3.962 0.016 -1.229
O 3.496 -1.370 0.878
P 2.392 -2.954 -1.736
O 1.769 -1.511 -2.249
O 2.214 -3.995 -2.754
O 1.857 -2.993 -0.322
H 4.382 -1.013 -2.877
H 4.258 -2.523 -3.649
H 5.681 -2.054 -2.935
H 6.016 -3.638 -1.088
H 4.746 -4.637 -1.841
H 4.608 -4.153 -0.155
H 6.124 -1.457 0.851
H 1.356 -1.629 -3.116
N 1.799 0.872 0.972
S 2.147 2.247 0.605
N 1.025 3.374 1.035
S -0.264 3.532 0.200
N -0.885 2.355 -0.579
S -1.378 0.862 -0.101
N -0.434 -0.262 -0.175
C -2.673 0.702 -1.290
C -3.718 1.618 -1.391
C -4.686 1.415 -2.359
C -4.589 0.333 -3.227
C -3.517 -0.544 -3.141
C -2.547 -0.367 -2.163
C -2.054 1.137 1.520
C -1.106 1.170 2.538
C -1.530 1.400 3.836
C -2.881 1.583 4.108
C -3.816 1.516 3.084
C -3.410 1.287 1.777
C -0.064 4.750 -1.064
C 0.570 5.927 -0.680
C 0.730 6.927 -1.620
C 0.258 6.742 -2.917
C -0.375 5.562 -3.278
C -0.544 4.545 -2.347
C -1.388 4.329 1.302
C -1.043 4.599 2.617
C -1.951 5.302 3.399
C -3.163 5.715 2.863
C -3.488 5.429 1.539
C -2.596 4.736 0.744
C 3.560 2.965 1.389
C 3.525 4.204 2.022
C 4.694 4.697 2.582
C 5.871 3.966 2.496
C 5.890 2.731 1.861
C 4.730 2.220 1.304
C 2.403 2.626 -1.130
C 3.132 3.755 -1.487
C 3.235 4.093 -2.829
C 2.608 3.314 -3.792
C 1.883 2.189 -3.419
C 1.782 1.838 -2.084
H -3.763 2.490 -0.753
H -5.513 2.108 -2.441
H -5.353 0.179 -3.979
H -3.437 -1.376 -3.830
H -1.721 -1.057 -2.049
H -0.056 1.019 2.316
H -0.803 1.421 4.640
H -3.209 1.762 5.125
H -4.871 1.624 3.302
H -4.151 1.178 1.002
H 0.927 6.057 0.336
H 1.217 7.853 -1.342
H 0.386 7.529 -3.650
H -0.744 5.430 -4.287
H -1.033 3.615 -2.606
H -0.093 4.265 3.011
H -1.705 5.531 4.428
H -3.861 6.270 3.477
H -4.432 5.761 1.125
H -2.825 4.526 -0.295
H 2.602 4.762 2.082
H 4.685 5.656 3.084
H 6.782 4.361 2.928
H 6.810 2.164 1.797
H 4.730 1.266 0.802
H 3.624 4.360 -0.736
H 3.809 4.964 -3.119
H 2.683 3.585 -4.837
H 1.388 1.587 -4.173
H 1.210 0.975 -1.794
C -4.455 -2.266 0.147
Si -3.641 -3.926 -0.225
C -4.326 -5.139 1.013
C -4.132 -4.508 -1.933
Sb -1.103 -3.545 -0.451
Si -0.317 -6.009 -0.540
C -0.322 -6.542 -2.316
C -1.479 -7.114 0.405
C 1.410 -6.158 0.143
Si -0.686 -3.195 2.077
C 0.986 -2.358 2.591
C -2.081 -2.140 2.717
C -0.754 -4.751 3.087
H -5.285 -2.087 -0.546
H -3.760 -1.427 0.063
H -4.858 -2.266 1.165
H -5.410 -4.980 1.053
H -3.932 -4.998 2.024
H -4.147 -6.174 0.720
H -5.224 -4.525 -2.027
H -3.766 -5.525 -2.109
H -3.730 -3.867 -2.723
H -1.307 -6.399 -2.770
H -0.074 -7.608 -2.375
H 0.411 -5.978 -2.899
H -2.333 -7.377 -0.227
H -1.859 -6.660 1.319
H -0.966 -8.045 0.675
H 2.116 -5.653 -0.522
H 1.688 -7.216 0.193
H 1.512 -5.725 1.142
H 1.065 -1.273 2.400
H 1.851 -2.868 2.171
H 1.065 -2.434 3.676
H -2.386 -1.381 2.000
H -1.808 -1.642 3.652
H -2.950 -2.778 2.912
H 0.009 -5.487 2.821
H -1.731 -5.229 2.981
H -0.621 -4.487 4.142
*
```

The calculated total energy comes out at -171477.794 eV. Its HOMO-LUMO gap is 7.047 eV. The value obtained for the relative energy (zero: lowest compared OMol25 entry of this formula, charge and spin) is 36.7 kcal per mole. Its strongest force on any atom is 0.024 hartree/bohr. The calculation puts the HOMO energy at -11.423 eV.